Record 1
{
  "formula": "C15H27N10SZn",
  "method": "ωB97M-V with the def2-TZVPD basis set",
  "homo_ev": -10.67,
  "total_charge": 1,
  "species": ["Zn", "C", "C", "N", "C", "S", "N", "N", "C", "C", "C", "C", "C", "C", "C", "N", "H", "H", "H", "H", "H", "H", "H", "H", "H", "H", "H", "H", "H", "N", "N", "H", "H", "H", "H", "C", "C", "C", "C", "N", "C", "N", "N", "N", "H", "H", "H", "H", "H", "H", "H", "H", "H", "H"],
  "xyz": [[-0.0925, -0.4522, 0.5882], [-2.3693, -2.7189, -4.5411], [-3.1507, -1.9086, -3.5112], [-2.3330, -0.8378, -2.9927], [-1.9031, -0.7084, -1.7400], [-0.7443, 0.5489, -1.4946], [-2.4123, -1.4687, -0.7946], [-1.8687, -1.3739, 0.4054], [-2.4322, -1.8279, 1.4783], [-3.7662, -2.5016, 1.4786], [-1.6681, -1.6543, 2.7048], [-2.0904, -2.1948, 3.9242], [-1.3118, -2.0202, 5.0517], [-0.1422, -1.2773, 4.9557], [0.2070, -0.7640, 3.7166], [-0.5237, -0.9475, 2.6247], [-2.9696, -3.5596, -4.8750], [-2.1147, -2.1025, -5.4012], [-1.4514, -3.1013, -4.0998], [-4.0472, -1.4811, -3.9726], [-3.4447, -2.5333, -2.6679], [-1.9664, -0.1728, -3.6589], [-4.1862, -2.4244, 0.4791], [-3.6619, -3.5562, 1.7356], [-4.4486, -2.0378, 2.1900], [-3.0109, -2.7516, 3.9820], [-1.6072, -2.4642, 5.9898], [0.4817, -1.0973, 5.8176], [1.1106, -0.1851, 3.5871], [2.5030, -2.0878, 0.7783], [1.1713, -2.3427, 0.3050], [2.9998, -2.9556, 0.9748], [2.4592, -1.5493, 1.6367], [0.7500, -3.1468, 0.7802], [1.2607, -2.6098, -0.6754], [2.7249, 3.7964, -2.6821], [2.7727, 4.4019, -1.2776], [1.3776, 4.7343, -0.7525], [3.5838, 3.5593, -0.2742], [2.8834, 2.4336, 0.2794], [1.9936, 1.6000, -0.2626], [1.5858, 0.7783, 0.6871], [2.2503, 1.1156, 1.7882], [3.0158, 2.0898, 1.5569], [2.4800, 4.5693, -3.4062], [1.9745, 3.0178, -2.7806], [3.6902, 3.3801, -2.9579], [3.3342, 5.3375, -1.3545], [0.7679, 3.8439, -0.6124], [0.8609, 5.3753, -1.4614], [1.4392, 5.2587, 0.1978], [3.8633, 4.1711, 0.5869], [4.5028, 3.2051, -0.7508], [1.6734, 1.5985, -1.2830]],
  "forces_ev_per_a": [[0.679, -0.133, -0.350], [-0.183, 0.085, 0.233], [-0.153, -0.335, -0.149], [-0.075, 0.129, -0.270], [0.197, 0.436, 0.209], [0.423, 0.253, 0.361], [-1.197, -1.001, -0.605], [0.130, 0.156, 0.934], [-0.465, -0.100, -1.228], [0.093, 0.077, -0.184], [0.253, 0.019, 0.909], [0.081, 0.101, -0.438], [0.282, 0.191, -0.051], [-0.171, -0.110, -0.066], [0.231, 0.041, 0.355], [-0.148, -0.038, -0.169], [-0.034, -0.095, -0.148], [0.042, -0.020, -0.099], [0.076, -0.046, 0.001], [0.020, -0.105, 0.142], [-0.065, 0.104, -0.115], [0.029, -0.092, 0.168], [-0.049, -0.047, 0.049], [-0.046, -0.058, 0.040], [0.007, 0.006, 0.053], [-0.076, -0.069, -0.062], [-0.058, 0.026, 0.101], [0.061, 0.004, -0.006], [0.050, 0.093, 0.024], [0.232, -0.212, 0.048], [0.000, -0.080, 0.072], [-0.156, 0.163, -0.049], [-0.081, -0.048, -0.089], [0.022, 0.276, -0.077], [-0.118, 0.225, 0.161], [0.122, 0.128, 0.161], [-0.111, -0.195, 0.082], [0.243, 0.109, -0.039], [0.640, 0.940, -0.403], [-0.950, -1.139, -0.247], [0.118, 0.018, 0.162], [-0.143, 0.223, -0.694], [-0.140, -0.456, 0.793], [0.881, 0.852, 0.695], [-0.073, 0.024, -0.067], [-0.151, -0.132, -0.022], [0.120, -0.057, -0.106], [0.036, -0.065, 0.060], [-0.104, -0.059, -0.027], [-0.073, 0.065, -0.039], [-0.066, 0.063, 0.133], [-0.020, -0.109, -0.093], [-0.073, 0.002, 0.110], [-0.088, -0.011, -0.166]],
  "nbo_charge": [1.594, -0.610, -0.226, -0.560, 0.327, -0.527, -0.456, -0.373, 0.198, -0.685, 0.172, -0.227, -0.126, -0.250, 0.067, -0.591, 0.224, 0.207, 0.206, 0.202, 0.229, 0.408, 0.264, 0.235, 0.237, 0.238, 0.237, 0.241, 0.226, -0.660, -0.739, 0.354, 0.355, 0.364, 0.385, -0.612, -0.226, -0.614, -0.224, -0.158, 0.206, -0.472, -0.075, -0.018, 0.233, 0.197, 0.214, 0.228, 0.200, 0.232, 0.219, 0.244, 0.226, 0.261]
}

Record 2
{
  "formula": "C19H24ClF5N3O3",
  "method": "ωB97M-V with the def2-TZVPD basis set",
  "homo_ev": -11.32,
  "total_charge": 1,
  "species": ["N", "C", "N", "C", "C", "C", "C", "C", "Cl", "C", "C", "F", "F", "C", "C", "C", "C", "C", "C", "F", "F", "F", "C", "N", "H", "H", "H", "H", "H", "H", "H", "H", "H", "H", "H", "H", "H", "H", "H", "H", "H", "H", "C", "C", "C", "O", "C", "O", "O", "H", "H", "H", "H", "H", "H"],
  "xyz": [[3.0486, -3.0313, 0.3885], [2.3749, -2.6391, -0.7683], [3.0978, -2.8443, -2.0809], [3.0465, -1.6057, -2.9712], [2.3045, -0.3127, -2.2983], [3.2252, 0.6048, -1.3096], [4.8070, 0.1956, -1.2200], [5.7446, 0.9085, -2.4081], [7.4596, 1.0550, -1.6255], [0.8621, -0.8043, -1.6120], [0.0062, 0.4441, -0.9554], [0.2897, 1.7524, -1.6551], [0.3732, 0.5503, 0.5047], [-1.6214, 0.2517, -0.9971], [-2.5016, 0.4666, 0.4073], [-4.1618, 0.3386, 0.4595], [-5.0367, -0.0227, -0.8804], [-4.1774, -0.2399, -2.2986], [-5.1096, -0.5555, -3.6339], [-4.5192, -0.0757, -4.9064], [-5.5787, -1.9830, -3.6854], [-6.3648, 0.2617, -3.4343], [-2.5164, -0.1089, -2.3422], [1.0107, -1.9916, -0.6877], [3.9341, -3.6122, 0.3052], [2.7685, -2.7168, 1.3517], [2.7382, -3.6669, -2.6201], [4.1194, -1.3870, -3.4141], [2.3805, -1.9231, -3.9099], [1.9722, 0.3907, -3.2039], [3.1926, 1.7231, -1.7250], [2.8313, 0.6847, -0.1948], [5.2150, 0.6763, -0.2056], [5.0195, -0.9589, -1.1172], [5.3719, 2.0222, -2.5177], [5.7540, 0.3002, -3.4076], [0.2116, -1.1838, -2.5383], [-1.9981, 0.7635, 1.4440], [-4.7821, 0.5251, 1.4624], [-6.2266, -0.1006, -0.8506], [-1.9963, -0.2467, -3.3887], [0.2733, -2.7133, -0.9406], [-0.7300, 2.4665, 5.5526], [-1.9480, 2.0320, 4.7613], [-3.0702, 1.5346, 5.6208], [-3.7285, 0.6124, 4.7722], [-2.7883, 0.1524, 3.8935], [-2.9458, -0.8003, 3.1512], [-1.6454, 0.9011, 3.9595], [0.0033, 2.9339, 4.8877], [-0.9959, 3.1856, 6.3334], [-0.2298, 1.6074, 6.0132], [-2.2794, 2.8411, 4.0999], [-3.7505, 2.3380, 5.9170], [-2.7336, 1.0041, 6.5193]],
  "forces_ev_per_a": [[-1.497, 0.895, -3.117], [0.728, -0.464, 0.603], [-1.306, 0.633, 2.203], [-1.273, 0.373, -1.804], [-0.569, 0.510, -0.295], [0.672, 0.807, 0.282], [0.670, 0.903, 0.647], [-1.093, -0.001, 1.393], [-1.542, -0.307, -1.204], [0.138, 0.636, -2.732], [-1.423, 0.616, 1.171], [-0.165, -3.804, 2.067], [-0.636, 0.110, -4.168], [-4.777, -0.285, 0.876], [-1.982, -0.432, -2.534], [1.265, -0.600, -3.749], [4.633, 0.488, -0.044], [1.457, 0.630, 2.873], [-1.414, 1.040, 0.401], [-1.956, -2.190, 4.122], [1.798, 4.830, -0.352], [3.781, -2.749, -0.950], [-1.818, 0.457, 2.576], [2.272, -0.824, -0.418], [-1.451, 1.245, -0.157], [-0.191, -0.567, -1.494], [0.279, 0.858, 1.058], [-2.189, -0.317, 1.323], [1.420, 0.866, 1.927], [0.742, -1.711, 1.997], [-0.044, -2.483, 0.961], [0.522, -0.431, -2.440], [-0.926, -1.057, -2.276], [-0.488, 2.229, -0.461], [0.830, -2.438, -0.082], [0.301, 1.377, 1.965], [1.223, 1.080, 1.984], [-0.963, -0.851, -2.780], [1.840, -0.513, -2.414], [3.049, 0.181, -0.175], [-1.187, 0.341, 2.329], [1.287, 0.928, 0.738], [0.430, 0.011, -0.289], [0.812, 1.034, 0.786], [-0.437, 0.518, 0.727], [0.530, -0.647, -0.970], [-0.424, -1.731, -0.989], [0.352, 1.952, 1.498], [-0.888, -0.912, -0.436], [-0.125, 0.021, 0.134], [-0.037, -0.096, -0.152], [-0.279, 0.076, 0.013], [-0.067, -0.095, 0.057], [-0.002, -0.244, -0.106], [0.118, 0.106, -0.123]],
  "nbo_charge": [-0.670, 0.791, -0.701, -0.244, -0.254, -0.464, -0.449, -0.362, -0.087, -0.096, 0.695, -0.356, -0.366, -0.156, -0.139, -0.219, -0.153, -0.133, 0.972, -0.328, -0.332, -0.350, -0.184, -0.669, 0.462, 0.466, 0.429, 0.250, 0.218, 0.277, 0.250, 0.247, 0.248, 0.207, 0.234, 0.225, 0.230, 0.269, 0.265, 0.279, 0.245, 0.440, -0.628, 0.058, -0.098, -0.477, 0.965, -0.584, -0.496, 0.227, 0.230, 0.224, 0.187, 0.214, 0.190]
}

Record 3
{
  "formula": "C6H12O",
  "method": "ωB97M-V with the def2-TZVPD basis set",
  "homo_ev": -9.66,
  "total_charge": 0,
  "species": ["C", "O", "C", "C", "C", "C", "C", "H", "H", "H", "H", "H", "H", "H", "H", "H", "H", "H", "H"],
  "xyz": [[1.8415, -1.5761, -0.7829], [1.7256, 0.3506, 1.0328], [0.6696, 0.8992, 1.2181], [-0.0645, 1.7634, 0.2215], [-1.5165, 1.2442, 0.1888], [-1.4855, -0.2551, 0.3672], [-1.1894, -1.0898, -0.6216], [2.4915, -1.7786, 0.0698], [2.2463, -0.7257, -1.3358], [1.7351, -2.4526, -1.4211], [0.1499, 0.7887, 2.1926], [0.0080, 2.8101, 0.5483], [0.4218, 1.6758, -0.7554], [-2.0127, 1.4861, -0.7568], [-2.1031, 1.7066, 0.9887], [-1.6545, -0.6518, 1.3663], [-1.1379, -2.1614, -0.4696], [-0.9738, -0.7269, -1.6250], [0.8486, -1.3066, -0.4259]],
  "forces_ev_per_a": [[-0.022, -0.120, -0.126], [-0.253, 0.602, 0.331], [0.564, 0.226, 0.159], [0.103, -0.031, -0.054], [-0.101, 0.020, 0.034], [-0.385, -0.261, -0.282], [-0.527, 0.087, 0.072], [-0.105, -0.073, -0.184], [-0.004, -0.205, -0.024], [0.213, -0.024, -0.085], [0.031, 0.010, 0.024], [-0.102, -0.153, -0.071], [-0.052, -0.043, 0.170], [0.173, 0.097, 0.140], [0.070, -0.057, -0.087], [-0.061, 0.022, -0.133], [-0.020, 0.081, -0.004], [-0.114, -0.055, 0.109], [0.594, -0.123, 0.010]],
  "nbo_charge": [-0.842, -0.519, 0.448, -0.505, -0.443, -0.209, -0.385, 0.222, 0.212, 0.194, 0.102, 0.230, 0.226, 0.225, 0.214, 0.206, 0.212, 0.198, 0.215]
}

Record 4
{
  "formula": "C8H21NO4P",
  "method": "ωB97M-V with the def2-TZVPD basis set",
  "homo_ev": [-11.36, -11.51],
  "total_charge": 1,
  "species": ["C", "C", "C", "C", "C", "C", "C", "C", "N", "O", "O", "O", "O", "P", "H", "H", "H", "H", "H", "H", "H", "H", "H", "H", "H", "H", "H", "H", "H", "H", "H", "H", "H", "H", "H"],
  "xyz": [[2.3881, 2.8882, -0.3237], [4.4261, -1.7840, 1.3018], [-2.6908, -0.9696, -1.9618], [-2.3925, -2.1685, 0.0670], [-4.2547, 1.8156, 1.2151], [1.1668, 2.4619, 0.5335], [3.4137, -1.4360, 0.1394], [-3.0895, 0.1496, 0.1410], [-3.2122, -1.1387, -0.5378], [0.3486, -1.1736, -0.6745], [-4.0916, 0.7193, 0.6800], [0.6374, 1.2370, -0.0100], [2.5291, -0.4128, 0.5310], [1.3701, -0.0769, -0.5786], [3.0397, 3.4837, 0.4642], [2.9505, 2.0132, -0.7236], [1.8937, 3.4733, -1.1212], [4.8294, -2.8401, 1.2451], [5.3958, -1.1086, 1.1627], [4.0844, -1.5473, 2.3123], [-2.9983, -0.0508, -2.4540], [-1.6796, -1.0615, -2.0986], [-2.9599, -1.8820, -2.5790], [-2.3508, -1.9275, 1.1549], [-2.8941, -3.1559, -0.1446], [-1.2622, -2.2167, -0.0379], [-3.3323, 2.3746, 1.5617], [2.0076, 0.4558, -1.6565], [-5.1947, 2.1416, 1.5774], [0.2831, 3.1209, 0.4289], [1.3689, 2.3962, 1.5695], [2.7445, -2.2252, -0.1671], [3.9077, -0.9537, -0.6530], [-2.1174, 0.6021, 0.1572], [-4.2645, -1.2032, -0.5207]],
  "forces_ev_per_a": [[-0.284, 1.103, 2.201], [2.174, 0.840, -1.362], [-3.011, -1.514, -1.872], [0.433, -2.835, 3.193], [2.163, 4.121, 2.693], [-0.190, -0.132, -1.981], [0.651, -0.749, 1.811], [2.595, 0.133, -0.080], [-0.002, 3.248, -1.625], [1.513, 1.310, -0.841], [-1.836, -3.365, -2.013], [-0.153, -1.501, 0.074], [-2.365, 2.121, -0.335], [-1.556, -0.257, 3.830], [-0.947, -0.812, -2.346], [-0.294, 0.940, 0.498], [1.245, 0.026, 0.126], [-0.805, 1.147, 0.028], [-2.044, -1.311, 0.226], [-0.417, -0.253, -0.318], [-0.530, -0.094, 0.341], [2.856, 0.283, 1.161], [-0.622, 1.042, 0.770], [-0.864, -0.696, -0.475], [0.818, 0.917, 0.411], [-1.559, 0.718, -1.474], [-1.121, -0.539, -0.747], [0.417, -0.475, -1.024], [-0.888, -0.332, 0.004], [0.816, 0.134, 0.002], [0.364, -0.633, 1.062], [0.548, -0.947, -0.211], [1.333, -0.445, -1.484], [0.334, 0.068, 0.019], [1.228, -1.260, -0.263]],
  "nbo_charge": [-0.648, -0.642, -0.431, -0.484, -0.028, -0.042, -0.077, 0.092, -0.379, -1.126, -0.305, -0.847, -0.802, 2.202, 0.239, 0.209, 0.228, 0.235, 0.217, 0.235, 0.236, 0.260, 0.233, 0.236, 0.233, 0.323, 0.155, -0.107, 0.193, 0.188, 0.189, 0.190, 0.175, 0.195, 0.458]
}